[1]
{
  "formula": "C3H8N2O2",
  "method": "the ωB97M-V functional and the def2-TZVPD basis",
  "homo_lumo_gap_ha": 0.334,
  "e_above_lowest_ev": 5.440,
  "energy_ha": -378.941092,
  "homo_ev": -8.93,
  "e_lumo_ha": 0.0057,
  "max_force_ev_per_a": 5.0,
  "symbols": ["C", "C", "N", "C", "N", "O", "O", "H", "H", "H", "H", "H", "H", "H", "H"],
  "xyz": [[-0.76528, 0.74886, 0.33587], [1.23564, -0.92796, 0.14955], [-1.88445, -0.08562, -0.06657], [0.24423, 0.01177, -0.61332], [2.18730, -0.21214, 0.96185], [-2.50902, 0.52135, -1.14863], [0.56768, 0.53857, -1.68091], [-3.45368, 0.32854, -1.07485], [-1.03119, -0.91923, -0.62964], [1.74483, 0.26188, 1.74106], [2.70042, 0.46883, 0.41553], [-0.89365, 1.79040, 0.04655], [-0.58274, 0.57974, 1.39687], [1.77629, -1.49219, -0.61111], [0.66362, -1.61280, 0.77774]],
  "nbo_charge": [-0.361, -0.286, -0.185, 0.420, -0.796, -0.571, -0.542, 0.480, 0.273, 0.358, 0.369, 0.232, 0.196, 0.213, 0.198]
}

=====

[2]
{
  "formula": "C4H8N3P",
  "method": "the ωB97M-V functional and the def2-TZVPD basis",
  "homo_lumo_gap_ha": [0.297, 0.292],
  "e_above_lowest_ev": 4.764,
  "energy_ha": -662.606362,
  "homo_ev": [-8.79, -8.20],
  "e_lumo_ha": [-0.0259, -0.0096],
  "max_force_ev_per_a": 4.2,
  "symbols": ["C", "C", "C", "C", "N", "N", "N", "P", "H", "H", "H", "H", "H", "H", "H", "H"],
  "xyz": [[1.01082, 1.54727, -0.25898], [2.30062, 1.00090, -0.36573], [0.27560, 0.45659, 0.15747], [0.74998, -1.98496, 0.59095], [2.22426, -0.29136, -0.16638], [0.99027, -0.62808, 0.09108], [-2.31760, 0.08786, 0.53802], [-3.19388, 0.47351, -0.72767], [0.77639, 2.61992, -0.24925], [3.15585, 1.65527, -0.43989], [0.42743, -2.23834, 1.65121], [0.25243, -2.55171, -0.12472], [1.79709, -2.25723, 0.67858], [-2.40321, 0.36697, 1.43770], [-2.51950, -0.04957, -1.79408], [-3.52657, 1.79296, -1.01831]],
  "nbo_charge": [-0.461, -0.054, 0.330, -0.414, -0.292, -0.249, -1.026, 0.766, 0.229, 0.212, 0.220, 0.207, 0.237, 0.375, -0.026, -0.053]
}

=====

[3]
{
  "formula": "C24H40F12O12",
  "method": "the ωB97M-V functional and the def2-TZVPD basis",
  "homo_lumo_gap_ha": 0.350,
  "energy_ha": -3039.580256,
  "homo_ev": -9.38,
  "e_lumo_ha": 0.0052,
  "max_force_ev_per_a": 5.9,
  "symbols": ["C", "O", "C", "C", "O", "C", "H", "H", "H", "H", "H", "H", "H", "H", "H", "H", "C", "O", "C", "C", "O", "C", "H", "H", "H", "H", "H", "H", "H", "H", "H", "H", "C", "C", "O", "C", "O", "C", "F", "F", "F", "H", "H", "H", "H", "H", "C", "C", "O", "C", "O", "C", "F", "F", "F", "H", "H", "H", "H", "H", "C", "C", "O", "C", "O", "C", "F", "F", "F", "H", "H", "H", "H", "H", "C", "C", "O", "C", "O", "C", "F", "F", "F", "H", "H", "H", "H", "H"],
  "xyz": [[2.40119, 5.09656, 17.76181], [3.79225, 5.30321, 17.71494], [4.48655, 4.89591, 16.46171], [5.96835, 5.26606, 16.55548], [6.16972, 6.63236, 17.00895], [6.23034, 7.72159, 16.04276], [1.92135, 5.43744, 18.67921], [2.07537, 4.05845, 17.69640], [1.95254, 5.69058, 16.96559], [3.90476, 5.13603, 15.57179], [4.48512, 3.80621, 16.48713], [6.58556, 4.99478, 15.69900], [6.36003, 4.62722, 17.34704], [7.19658, 7.68802, 15.53943], [6.13397, 8.74172, 16.41444], [5.44475, 7.57875, 15.30076], [8.61956, 4.75953, 11.68564], [9.51913, 5.20205, 12.76660], [9.15420, 6.41137, 13.30881], [9.79024, 6.70589, 14.57182], [9.09521, 5.97849, 15.64626], [9.42073, 4.65436, 15.83981], [7.54755, 4.73123, 11.88082], [8.96572, 3.75029, 11.46271], [8.56561, 5.41475, 10.81622], [8.09827, 6.30927, 13.55917], [9.40322, 7.21956, 12.62111], [9.67248, 7.77787, 14.73022], [10.85283, 6.46983, 14.62905], [9.32360, 4.50146, 16.91465], [10.44872, 4.37064, 15.61435], [8.70805, 4.03457, 15.29569], [4.76974, 2.31549, 10.39157], [4.35430, 3.05196, 11.64428], [3.50051, 2.10275, 12.30491], [3.92722, 0.94639, 12.91413], [5.14211, 0.67220, 13.03203], [2.74260, 0.14660, 13.47959], [1.89470, -0.10381, 12.38934], [3.26500, -0.96762, 14.03244], [2.07363, 0.75954, 14.45479], [5.31688, 2.98846, 9.73137], [3.87783, 2.01685, 9.84075], [5.40540, 1.43374, 10.47252], [3.77234, 3.97115, 11.57700], [5.24352, 3.32743, 12.21127], [8.09972, 11.11989, 15.75191], [9.04428, 10.33176, 14.87239], [9.87331, 11.15494, 14.12939], [9.42287, 11.52710, 12.84972], [8.37880, 11.14072, 12.31665], [10.34728, 12.50032, 12.20568], [11.56255, 12.13062, 12.47634], [10.15645, 12.46631, 10.91663], [10.06354, 13.71354, 12.72168], [8.09564, 10.64018, 16.73066], [7.06434, 11.16189, 15.41378], [8.50308, 12.11626, 15.93258], [8.61418, 9.57721, 14.21378], [9.69810, 9.88019, 15.61852], [3.05440, 6.97096, 12.29609], [3.65464, 8.38603, 12.49721], [4.34516, 8.80053, 11.35444], [5.70359, 8.41894, 11.21674], [6.43901, 7.84577, 12.07817], [6.31041, 8.90239, 9.83054], [5.58659, 9.88422, 9.22735], [7.56321, 9.34067, 9.98538], [6.47399, 7.78979, 8.99479], [2.68081, 6.67638, 11.31540], [2.26001, 6.78153, 13.01801], [3.78717, 6.24633, 12.65112], [4.25552, 8.47659, 13.40211], [2.84047, 9.10211, 12.60890], [14.04760, 5.55708, 21.56617], [14.24141, 7.08237, 21.02538], [13.89871, 7.29621, 19.61133], [12.59825, 7.65733, 19.22230], [11.69185, 8.15847, 19.89795], [12.27948, 7.45414, 17.72872], [11.31069, 6.51664, 17.53090], [11.72290, 8.61124, 17.27954], [13.34823, 7.09897, 17.00212], [14.77601, 4.89455, 21.09866], [13.05150, 5.31679, 21.19449], [14.03338, 5.48026, 22.65336], [15.22906, 7.47207, 21.27192], [13.60711, 7.79181, 21.55685]],
  "lowdin_charge": [-0.134, -0.188, -0.151, -0.169, -0.180, -0.058, 0.083, 0.079, 0.078, 0.105, 0.113, 0.105, 0.125, 0.061, 0.078, 0.067, -0.054, -0.156, -0.287, -0.156, -0.209, -0.145, 0.064, 0.089, 0.081, 0.119, 0.137, 0.096, 0.134, 0.089, 0.093, 0.083, -0.065, -0.187, -0.021, -0.298, 0.120, -0.479, 0.114, 0.156, 0.178, 0.077, 0.086, 0.084, 0.114, 0.113, -0.049, -0.261, 0.010, -0.282, 0.143, -0.631, 0.215, 0.211, 0.174, 0.076, 0.077, 0.089, 0.112, 0.116, -0.051, -0.222, -0.007, -0.209, 0.095, -0.454, 0.149, 0.155, 0.098, 0.083, 0.075, 0.053, 0.109, 0.124, -0.029, -0.155, -0.016, -0.285, 0.139, -0.498, 0.145, 0.138, 0.164, 0.066, 0.064, 0.070, 0.110, 0.104]
}

=====

[4]
{
  "formula": "ClTi",
  "method": "the ωB97M-V functional and the def2-TZVPD basis",
  "homo_lumo_gap_ha": [0.176, 0.355],
  "multiplicity": 5,
  "s2": 6.00,
  "energy_ha": -1309.598847,
  "total_charge": -1,
  "homo_ev": [-1.09, -5.55],
  "e_lumo_ha": [0.1354, 0.1506],
  "max_force_ev_per_a": 0.8,
  "symbols": ["Ti", "Cl"],
  "xyz": [[1.05945, -0.59592, 0.52490], [-1.05945, 0.59592, -0.52490]],
  "nbo_charge": [-0.048, -0.952]
}

=====

Repeat the second record exactly.
{
  "formula": "C4H8N3P",
  "method": "the ωB97M-V functional and the def2-TZVPD basis",
  "homo_lumo_gap_ha": [0.297, 0.292],
  "e_above_lowest_ev": 4.764,
  "energy_ha": -662.606362,
  "homo_ev": [-8.79, -8.20],
  "e_lumo_ha": [-0.0259, -0.0096],
  "max_force_ev_per_a": 4.2,
  "symbols": ["C", "C", "C", "C", "N", "N", "N", "P", "H", "H", "H", "H", "H", "H", "H", "H"],
  "xyz": [[1.01082, 1.54727, -0.25898], [2.30062, 1.00090, -0.36573], [0.27560, 0.45659, 0.15747], [0.74998, -1.98496, 0.59095], [2.22426, -0.29136, -0.16638], [0.99027, -0.62808, 0.09108], [-2.31760, 0.08786, 0.53802], [-3.19388, 0.47351, -0.72767], [0.77639, 2.61992, -0.24925], [3.15585, 1.65527, -0.43989], [0.42743, -2.23834, 1.65121], [0.25243, -2.55171, -0.12472], [1.79709, -2.25723, 0.67858], [-2.40321, 0.36697, 1.43770], [-2.51950, -0.04957, -1.79408], [-3.52657, 1.79296, -1.01831]],
  "nbo_charge": [-0.461, -0.054, 0.330, -0.414, -0.292, -0.249, -1.026, 0.766, 0.229, 0.212, 0.220, 0.207, 0.237, 0.375, -0.026, -0.053]
}